Entry 1:
One molecule with the formula C6H9N, computed with the ωB97M-V functional and the def2-TZVPD basis.

Geometry as XYZ:
```
16
Properties=species:S:1:pos:R:3
C -2.870 0.091 -0.195
C -1.817 -0.267 0.481
C -0.878 -0.847 1.201
N 0.235 -1.213 0.523
C 0.903 -0.228 -0.032
C 1.865 -0.592 -1.134
C 0.962 1.201 0.465
H -2.792 0.851 -0.964
H -3.834 -0.378 -0.028
H -1.058 -1.264 2.188
H 2.177 -1.636 -1.063
H 1.370 -0.437 -2.097
H 2.767 0.025 -1.090
H 2.007 1.520 0.535
H 0.517 1.321 1.454
H 0.446 1.853 -0.244
```

Summary:
- LUMO energy (eV) = 0.6256
- spin multiplicity = 1
- maximum force (eV/A) = 3.0
- E_tot (eV) = -7854.5208
- structure (SMILES) = C=C=CN=C(C)C

---

Entry 2:
C67H132F14N8O20S6 as an isolated structure, computed with the ωB97M-V functional and the def2-TZVPD basis.

Geometry as XYZ:
```
247
Properties=species:S:1:pos:R:3
C 6.220 5.558 1.635
C 5.222 6.083 0.595
C 6.011 6.610 -0.576
N 5.284 6.756 -1.869
C 4.011 7.469 -1.753
C 4.217 8.976 -1.432
C 5.008 9.617 -2.535
C 6.330 8.899 -2.695
C 6.215 7.411 -2.894
C 5.025 5.356 -2.508
H 5.810 5.289 2.610
H 6.983 6.351 1.908
H 6.712 4.664 1.193
H 4.616 6.844 1.068
H 4.494 5.274 0.311
H 6.797 5.898 -0.806
H 6.536 7.542 -0.322
H 3.431 6.888 -1.028
H 3.444 7.462 -2.714
H 4.644 9.152 -0.465
H 3.194 9.314 -1.398
H 5.207 10.702 -2.407
H 4.408 9.696 -3.453
H 6.982 9.222 -1.870
H 6.888 9.314 -3.540
H 7.138 6.847 -2.788
H 5.762 7.157 -3.841
H 4.269 5.587 -3.272
H 4.603 4.707 -1.748
H 5.992 4.992 -2.892
C -3.009 -6.320 7.030
C -2.820 -5.531 5.682
C -4.184 -5.504 4.963
N -4.292 -4.720 3.586
C -5.675 -4.868 3.066
C -6.678 -4.004 3.915
C -6.245 -2.620 3.866
C -4.897 -2.454 4.514
C -3.868 -3.239 3.734
C -3.322 -5.339 2.590
H -3.465 -7.307 6.898
H -3.618 -5.708 7.691
H -2.067 -6.373 7.546
H -1.983 -5.858 5.032
H -2.452 -4.512 5.901
H -4.816 -5.099 5.686
H -4.617 -6.520 4.736
H -5.824 -5.974 2.975
H -5.697 -4.552 2.054
H -6.724 -4.330 4.933
H -7.686 -4.126 3.582
H -6.942 -1.967 4.396
H -6.097 -2.291 2.850
H -4.954 -2.617 5.574
H -4.533 -1.469 4.373
H -2.824 -3.260 4.115
H -3.865 -2.925 2.718
H -3.663 -6.339 2.258
H -2.314 -5.208 2.967
H -3.464 -4.694 1.712
C 4.449 -3.931 -5.486
C 5.834 -3.323 -5.224
C 5.741 -1.873 -5.014
N 6.933 -1.029 -5.357
C 7.120 -1.211 -6.865
C 8.161 -0.174 -7.436
C 7.761 1.297 -7.133
C 7.718 1.416 -5.594
C 6.600 0.455 -5.127
C 8.152 -1.442 -4.628
H 3.729 -3.635 -4.755
H 4.548 -5.025 -5.685
H 3.934 -3.432 -6.346
H 6.453 -3.678 -6.074
H 6.295 -3.815 -4.343
H 5.643 -1.644 -3.972
H 4.956 -1.409 -5.583
H 6.139 -1.138 -7.250
H 7.498 -2.212 -7.033
H 8.123 -0.222 -8.496
H 9.147 -0.484 -7.077
H 6.800 1.567 -7.584
H 8.465 2.026 -7.513
H 7.361 2.409 -5.330
H 8.730 1.218 -5.176
H 5.655 0.675 -5.608
H 6.467 0.522 -4.037
H 9.007 -0.709 -4.845
H 8.418 -2.421 -5.005
H 7.996 -1.358 -3.596
C -3.997 0.011 -3.740
C -3.935 0.508 -5.163
C -3.637 -0.666 -6.118
C -3.997 -0.410 -7.523
C -5.463 -0.206 -7.753
C -5.976 1.015 -6.904
N -5.283 1.150 -5.427
O -5.749 1.831 -4.654
C -7.490 0.897 -6.497
C -5.710 2.323 -7.623
C -2.891 1.667 -5.265
H -3.053 -0.491 -3.563
H -4.740 -0.824 -3.634
H -4.247 0.853 -3.035
H -4.248 -1.572 -5.795
H -2.554 -0.918 -6.001
H -3.559 -1.140 -8.221
H -3.487 0.549 -7.867
H -6.075 -1.145 -7.476
H -5.652 0.098 -8.801
H -8.090 1.011 -7.428
H -7.697 1.789 -5.877
H -7.920 0.042 -5.912
H -6.216 2.259 -8.573
H -4.622 2.484 -7.895
H -6.116 3.139 -7.070
H -3.258 2.496 -4.679
H -2.845 1.979 -6.345
H -1.908 1.267 -4.988
C -4.844 2.712 5.369
C -6.103 2.163 4.720
C -7.334 2.253 5.630
C -8.666 1.766 4.990
C -8.682 1.970 3.482
C -7.861 3.164 2.970
N -6.477 3.056 3.466
O -5.650 3.652 2.971
C -8.391 4.531 3.409
C -7.768 3.274 1.378
C -5.828 0.831 4.104
H -4.010 2.721 4.669
H -4.534 2.037 6.209
H -4.958 3.714 5.821
H -7.386 3.298 6.004
H -7.147 1.661 6.579
H -9.464 2.299 5.422
H -8.888 0.770 5.251
H -9.719 2.186 3.263
H -8.356 1.039 2.932
H -7.676 5.307 3.194
H -8.496 4.624 4.503
H -9.330 4.868 2.924
H -7.052 2.560 0.912
H -7.419 4.310 1.077
H -8.739 2.997 0.987
H -6.248 0.051 4.712
H -4.786 0.604 4.035
H -6.284 0.615 3.140
C 2.316 -1.074 8.125
C 2.145 -1.886 6.868
C 1.832 -0.942 5.725
C 3.027 -0.280 4.940
C 3.982 -1.402 4.544
C 4.581 -2.205 5.689
N 3.419 -2.713 6.553
O 3.557 -3.764 7.044
C 5.421 -1.400 6.741
C 5.362 -3.411 5.187
C 1.030 -2.942 7.045
H 2.840 -1.678 8.841
H 1.337 -0.770 8.553
H 2.855 -0.133 7.988
H 1.333 -0.144 6.226
H 1.148 -1.394 5.050
H 3.567 0.505 5.502
H 2.629 0.297 4.074
H 4.799 -1.063 3.910
H 3.274 -2.062 3.975
H 5.871 -2.176 7.404
H 4.885 -0.605 7.212
H 6.207 -0.925 6.180
H 6.411 -3.077 4.983
H 4.880 -3.778 4.248
H 5.531 -4.246 5.851
H 1.209 -3.606 6.219
H 0.046 -2.417 7.073
H 1.297 -3.545 7.916
C 2.881 -0.979 -1.626
C 1.642 -0.972 -0.745
C 0.826 0.339 -1.019
C -0.633 0.221 -0.677
C -1.180 -0.902 -1.583
C -0.724 -2.318 -1.302
N 0.810 -2.279 -1.036
O 1.312 -3.300 -0.933
C -1.086 -3.309 -2.419
C -1.223 -2.942 0.015
C 1.917 -1.193 0.735
H 3.310 0.037 -1.810
H 2.501 -1.236 -2.645
H 3.578 -1.677 -1.287
H 0.963 0.484 -2.146
H 1.270 1.142 -0.454
H -1.262 1.079 -0.824
H -0.849 -0.118 0.333
H -0.971 -0.650 -2.637
H -2.316 -0.823 -1.599
H -2.233 -3.279 -2.485
H -0.876 -4.326 -2.095
H -0.751 -3.152 -3.459
H -1.261 -2.249 0.856
H -0.677 -3.846 0.271
H -2.276 -3.109 -0.152
H 1.001 -1.135 1.296
H 2.547 -0.345 1.003
H 2.409 -2.171 0.734
N 2.140 -0.976 -6.318
S 0.631 -1.281 -6.103
O -0.148 -1.916 -7.141
O -0.014 -0.145 -5.443
F 0.747 -2.357 -5.005
S 2.810 0.278 -6.938
O 4.170 -0.002 -7.273
O 2.389 1.587 -6.361
F 2.048 0.328 -8.405
C -7.146 -1.006 -0.336
F -8.004 -0.259 0.366
F -7.394 -2.279 0.125
F -7.443 -0.899 -1.614
S -5.252 -0.562 -0.084
O -5.143 -0.496 1.409
O -4.556 -1.583 -0.856
O -5.278 0.723 -0.699
C -1.901 0.292 3.467
F -2.777 -0.396 2.708
F -0.764 0.210 2.826
F -2.234 1.583 3.418
S -1.866 -0.355 5.179
O -1.503 -1.673 4.750
O -0.731 0.344 5.820
O -3.247 -0.138 5.683
C 6.696 0.454 0.610
F 7.945 -0.038 0.570
F 5.890 -0.478 1.080
F 6.617 1.484 1.419
S 6.162 1.016 -1.071
O 7.256 1.828 -1.590
O 5.947 -0.157 -1.910
O 4.915 1.701 -0.696
C 1.492 -5.815 2.572
F 1.787 -6.770 3.498
F 2.622 -5.676 1.845
F 0.628 -6.453 1.766
S 0.812 -4.342 3.426
O -0.275 -4.849 4.243
O 2.031 -3.959 4.154
O 0.313 -3.478 2.353
```

Summary:
- LUMO energy (eV) = -5.3371
- net charge = +2
- spin multiplicity = 1
- maximum force (eV/A) = 6.0
- E_tot (eV) = -227523.0703